Below is a 2-piece molecular cluster, C6H12N overall, with properties calculated with ωB97M-V/def2-TZVPD.

XYZ file:
```
19
Properties=species:S:1:pos:R:3:forces:R:3:lowdin_charge:R:1
N 3.000 -0.411 -0.116 4.8654 -0.0639 0.1945 -0.04
C -2.235 0.542 0.584 -1.1347 -0.3236 -2.8337 0.11
C -1.520 -0.536 -0.032 -0.1503 -0.9945 0.8174 -0.31
C 4.264 -0.171 0.370 -1.9741 -2.3075 -2.3847 -0.09
C -0.029 -0.474 -0.048 1.5335 0.4627 -0.2868 -0.09
C -2.011 1.967 0.216 0.5723 0.6382 2.5272 -0.02
C -2.168 -1.674 -0.504 -0.2820 0.7102 1.2444 0.22
H -3.273 -1.706 -0.493 0.7341 -0.1768 0.0121 0.10
H -2.262 2.134 -0.825 -0.2124 -0.3459 -0.4550 0.12
H 0.372 0.556 -0.023 -0.3445 -0.4252 -0.0111 0.07
H 4.798 -0.986 0.874 -0.3424 0.9398 1.8710 0.08
H 0.413 -0.951 0.872 -0.4796 0.1366 -1.1281 0.11
H 4.921 0.436 -0.268 0.2947 0.2907 0.4533 0.06
H 3.704 -0.486 -0.992 -2.8173 1.1619 -0.1268 0.09
H 0.384 -0.896 -0.989 -0.1305 -0.0645 0.9003 0.09
H -1.619 -2.578 -0.864 -0.4145 1.1835 -0.0956 0.12
H -3.177 0.281 1.078 0.2461 0.1767 0.0540 0.14
H -2.606 2.676 0.846 0.3651 -0.7433 -0.5934 0.11
H -0.954 2.276 0.314 -0.3288 -0.2548 -0.1591 0.11
```
Positions in Å, forces in eV/Å.

## Properties
HOMO energy (eV): -11.765
E (eV): -7893.3757
Orbital gap (eV): 4.858
Charge: +1
LUMO (eV): -6.91
F_max (eV/A): 4.87
ΔE to the lowest compared entry with this formula, charge and spin (kcal/mol): 154.18

***

Below is a 2-piece molecular cluster, C6H10O overall, with properties calculated with ωB97M-V/def2-TZVPD.

XYZ file:
```
17
Properties=species:S:1:pos:R:3:forces:R:3:lowdin_charge:R:1
O 0.044 -1.026 -0.553 0.0758 -0.1104 0.0622 -0.12
C -1.418 0.306 0.607 0.1249 0.0535 -0.3287 0.22
C 1.484 0.457 1.906 -0.0932 -0.0878 0.0504 -0.08
C 0.581 -0.354 2.453 0.1136 0.0798 -0.0262 -0.10
C -0.932 0.244 -1.977 -0.0691 0.1290 -0.0830 -0.10
C 0.501 -0.181 -1.630 0.2241 0.1361 -0.2086 -0.17
C -1.302 -0.487 -0.673 -0.3256 -0.1084 0.1703 -0.43
H 1.146 0.627 -1.260 -0.0978 -0.1234 -0.0419 0.11
H 0.406 -1.351 2.060 0.0368 0.1400 0.0463 0.05
H 2.068 0.149 1.041 -0.0945 0.0183 0.1336 0.05
H -0.007 -0.058 3.317 0.0903 -0.0115 -0.1247 0.06
H -0.783 1.201 0.442 -0.0689 -0.0735 0.0514 0.01
H 1.044 -0.764 -2.381 -0.0727 0.1005 0.1014 0.12
H 1.676 1.453 2.297 -0.0490 -0.1475 -0.0253 0.05
H -1.141 1.316 -2.013 0.0430 -0.1949 0.0299 0.11
H -1.328 -0.241 -2.873 0.0548 0.0658 0.1487 0.11
H -2.039 -1.292 -0.763 0.1073 0.1344 0.0443 0.12
```
Positions in Å, forces in eV/Å.

## Properties
HOMO energy (spin up / spin down) (eV): -8.582 / -8.623
E (eV): -8425.1696
Orbital gap (spin up / spin down) (eV): 8.092 / 8.138
Charge: 0
LUMO (spin up / spin down) (eV): -0.49 / -0.49
F_max (eV/A): 0.38
ΔE to the lowest compared entry with this formula, charge and spin (kcal/mol): 140.00

***

Below is one molecule with the formula C6H7IN2O, with properties calculated with ωB97M-V/def2-TZVPD.

XYZ file:
```
17
Properties=species:S:1:pos:R:3:forces:R:3:lowdin_charge:R:1
I -4.050 0.098 0.525 -0.0078 0.2728 0.0311 0.16
O 1.326 1.309 1.043 -0.0588 -1.3110 -0.7602 0.09
N -2.103 -0.515 -1.038 -1.5818 -0.9942 0.4136 -0.29
N 0.685 -0.442 -0.194 1.3207 0.4861 -0.0047 0.17
C -1.898 -1.680 -1.187 -0.0973 -1.3377 -0.3194 0.05
C -0.137 0.650 -0.564 0.7772 -1.2615 0.9155 -0.22
C 1.558 0.030 0.677 -1.1706 -1.7372 -0.3025 -0.38
C 2.581 -0.768 1.419 -0.8467 -0.4041 0.8585 0.00
C 0.256 1.599 0.278 -1.3230 4.9306 0.5609 -0.10
C -1.362 0.566 -1.490 4.2197 -0.0759 -1.0628 -0.19
H 3.537 -0.663 0.980 1.0318 -0.1620 -0.9800 0.06
H -2.468 -2.524 -0.831 0.0832 -0.1608 0.1108 0.07
H 2.244 -1.855 1.366 0.6555 1.5205 0.4836 0.11
H -1.076 0.421 -2.589 -0.2987 0.1423 1.5630 0.16
H -0.073 2.638 0.533 -0.0635 -1.1742 -0.8047 0.15
H 2.798 -0.338 2.442 -0.9292 -0.7981 -0.8245 0.10
H -1.816 1.475 -1.372 -1.7106 2.0643 0.1217 0.07
```
Positions in Å, forces in eV/Å.

## Properties
HOMO energy (spin up / spin down) (eV): -8.377 / -8.581
E (eV): -19460.1315
Orbital gap (spin up / spin down) (eV): 7.070 / 7.903
Charge: 0
LUMO (spin up / spin down) (eV): -1.31 / -0.68
F_max (eV/A): 5.14
ΔE to the lowest compared entry with this formula, charge and spin (kcal/mol): 22.02

***

Below is C5H6O2 as an isolated structure, with properties calculated with ωB97M-V/def2-TZVPD.

XYZ file:
```
13
Properties=species:S:1:pos:R:3:forces:R:3:lowdin_charge:R:1
O -1.291 0.219 0.500 0.0006 0.0572 0.1548 0.01
O 0.169 -1.918 1.062 -0.1496 -0.2017 -0.6013 0.09
C -0.084 -1.770 -0.105 0.0794 -0.0971 0.3186 -0.20
C 0.124 0.502 -1.029 0.1709 0.1220 0.0204 -0.03
C -0.059 0.867 0.418 0.3576 0.2409 0.3448 -0.38
C 0.664 1.375 1.396 -0.1176 0.0028 -0.1034 0.09
C -0.894 -0.586 -0.621 -0.0995 -0.1881 -0.0882 -0.25
H -0.321 1.306 -1.611 -0.0912 -0.2705 -0.3746 0.12
H -1.715 -0.874 -1.289 0.1859 0.1129 0.1394 0.15
H 0.358 -2.430 -0.880 -0.1406 -0.0278 -0.0137 0.13
H 0.285 1.384 2.409 0.0783 0.0255 -0.0673 0.07
H 1.095 0.204 -1.432 -0.0943 0.0986 0.2189 0.12
H 1.669 1.721 1.183 -0.1799 0.1253 0.0516 0.07
```
Positions in Å, forces in eV/Å.

## Properties
HOMO energy (eV): -8.968
E (eV): -9374.7996
Orbital gap (eV): 9.787
Charge: 0
LUMO (eV): 0.82
F_max (eV/A): 0.65
ΔE to the lowest compared entry with this formula, charge and spin (kcal/mol): 52.95

***

Below is C26H40F5NNaO10S as an isolated structure, with properties calculated with ωB97M-V/def2-TZVPD.

XYZ file:
```
84
Properties=species:S:1:pos:R:3:forces:R:3:lowdin_charge:R:1
S -0.528 -1.545 -2.228 -0.9130 -0.6473 -0.2840 0.82
Na 6.734 -1.244 6.634 0.4260 -0.2825 0.8014 0.86
F 2.217 -2.253 -5.071 0.1094 0.0090 -0.1601 0.19
F -0.065 -0.776 -4.666 -0.2955 0.2165 -0.3366 0.17
F 0.451 -3.420 -4.688 -0.1747 -0.1974 0.1311 0.21
F 1.967 -3.165 -3.137 0.0128 -0.1273 0.1646 0.18
F 1.617 -0.427 -3.337 0.1660 0.2107 0.1661 0.12
O 3.906 -0.162 4.045 0.1574 0.6545 0.2149 0.02
O -0.538 -2.961 -1.992 0.3655 0.0249 0.1887 -0.24
O 0.188 -2.897 2.972 -0.3175 -0.2752 -0.1405 0.06
O 5.816 -0.338 5.105 -0.4557 -0.0766 -0.2607 -0.01
O 0.485 0.783 0.978 -0.2511 -0.6514 0.1808 -0.02
O 2.230 -2.091 3.410 0.6050 0.2518 0.4357 0.01
O -1.281 0.857 -0.448 -0.0821 -0.3073 0.1700 -0.06
O 1.833 -4.218 -0.031 0.4429 0.5570 1.1500 0.12
O -1.756 -0.903 -2.542 0.2228 0.4657 -0.0849 -0.21
O 3.286 -4.256 1.712 -0.5161 0.5590 -0.1040 0.14
N 0.263 -1.799 0.318 -0.8346 0.8093 -0.3132 0.05
C -0.457 3.504 -2.498 -0.5529 -0.1377 -0.3671 -0.23
C 1.618 0.033 1.381 0.2878 0.0686 -0.1823 -0.22
C -5.165 0.409 -1.854 0.3599 -0.0627 -0.1143 -0.06
C -3.197 2.273 -0.179 -0.4698 -0.4878 0.5666 -0.33
C 2.547 -3.636 0.775 -0.4131 -0.6983 -1.1275 -0.46
C 5.511 -1.748 3.214 -0.0011 -0.1559 -0.2684 0.05
C -4.432 0.012 -0.572 -0.5376 -0.1197 0.3037 -0.41
C 0.074 0.632 -0.377 0.0907 0.4759 -0.2160 -0.47
C -3.601 3.636 0.372 0.1048 -0.0251 0.1703 -0.06
C 2.086 0.653 2.699 -0.1972 0.4557 -0.1182 -0.05
C -1.158 -1.902 0.770 -0.0308 -0.1200 0.2153 -0.08
C -4.187 1.208 0.350 0.2542 -0.1603 -0.1406 -0.15
C 0.637 -1.282 -3.676 0.1781 -0.3551 0.1601 -0.46
C 5.093 -0.690 4.179 0.3388 0.1424 -0.4014 -0.50
C 1.320 -2.595 -4.147 0.1798 0.3222 -0.2023 -0.60
C 0.377 -0.829 -0.820 0.3207 0.2689 0.1675 -0.15
C -5.276 -1.038 0.190 0.3354 0.3075 0.0202 -0.06
C -1.685 -1.222 1.758 -0.1246 0.1724 0.0912 0.09
C 1.365 -1.502 1.354 0.3185 -0.0118 -0.5127 -0.16
C 0.150 2.086 -2.530 0.5170 0.1403 -0.2138 -0.17
C -1.792 1.955 0.304 -0.2068 0.4822 -0.1408 -0.15
C 1.194 -2.237 2.760 -0.2359 -0.1562 -0.1388 -0.66
C -0.046 4.397 -3.684 -0.1692 0.0333 0.0380 -0.09
C 0.854 1.651 -1.234 -0.2798 0.1372 0.1129 -0.07
C 2.639 -2.133 0.746 0.5175 -0.0109 0.4148 -0.02
C 3.585 0.711 2.939 -0.2313 -0.3037 -0.0442 -0.10
H 2.816 -1.797 -0.276 -0.0521 -0.1455 -0.1063 0.13
H -0.620 1.374 -2.826 -0.0431 -0.0553 0.1176 0.10
H 3.473 -1.789 1.352 -0.0705 -0.0530 0.0493 0.11
H 3.890 1.710 3.245 -0.0077 0.0203 0.0672 0.14
H -5.783 -0.559 1.030 -0.1860 -0.0470 -0.0332 0.08
H 2.410 0.228 0.641 0.0562 0.0306 0.0104 0.15
H 2.793 -5.034 2.010 0.1809 -0.3289 -0.2273 0.15
H -1.151 2.837 0.218 0.1270 -0.0839 -0.1820 0.12
H 0.575 5.236 -3.378 0.1595 -0.0577 -0.0192 0.07
H -5.146 1.676 0.590 -0.0688 0.0131 -0.1084 0.12
H -4.647 -1.822 0.610 -0.0569 -0.1209 -0.0251 0.06
H 1.612 0.212 3.571 -0.0598 -0.1043 -0.0361 0.14
H 4.769 -2.548 3.192 -0.1271 0.0695 0.0777 0.09
H -3.805 0.811 1.298 -0.0207 0.1172 0.0949 0.11
H -6.028 -1.477 -0.461 0.0111 -0.2054 0.0443 0.07
H -6.237 0.494 -1.673 -0.0414 0.0808 -0.0023 0.08
H 5.562 -1.341 2.203 -0.0205 0.0571 -0.0116 0.10
H 0.889 2.064 -3.331 0.0477 -0.0071 -0.0018 0.10
H 0.962 2.526 -0.591 0.0954 0.0103 0.0312 0.12
H -1.541 3.398 -2.553 -0.0388 -0.0025 0.2113 0.10
H 1.411 -0.833 -1.159 0.0267 -0.1732 0.0215 0.12
H -4.812 1.350 -2.277 -0.0057 0.0497 0.0173 0.07
H -1.725 -2.613 0.190 0.3182 -0.5394 0.2317 0.13
H -1.852 1.713 1.368 0.1634 -0.1213 0.0153 0.13
H -3.473 -0.444 -0.809 0.0850 0.1361 -0.1976 0.09
H -5.001 -0.350 -2.620 -0.1624 -0.0559 -0.0287 0.08
H 0.475 3.827 -4.452 0.1227 0.0113 0.0168 0.07
H 1.739 1.685 2.628 -0.0443 0.0157 0.0196 0.14
H 1.864 1.290 -1.432 0.0248 -0.0697 0.0286 0.12
H 6.494 -2.136 3.461 0.0451 0.0028 0.0308 0.09
H -1.278 -0.314 2.174 0.4603 -0.3408 0.3910 0.08
H 0.478 -2.730 -0.087 0.0509 -0.1393 0.1781 0.13
H -2.901 4.429 0.105 -0.0629 0.0522 -0.1685 0.08
H -2.590 -1.612 2.201 -0.4106 0.3459 -0.4018 0.10
H -0.263 4.006 -1.550 0.1685 -0.0119 0.0186 0.10
H -4.609 3.899 0.059 0.0231 0.0996 -0.1425 0.09
H -3.623 3.590 1.465 0.0143 -0.0023 0.0320 0.09
H -3.247 2.232 -1.267 0.2646 0.3066 -0.0687 0.12
H -0.925 4.819 -4.169 -0.0168 0.0784 0.0163 0.07
H 4.162 0.462 2.045 0.0306 -0.2265 0.0479 0.13
```
Positions in Å, forces in eV/Å.

## Properties
HOMO energy (eV): -10.892
E (eV): -78407.0950
Orbital gap (eV): 7.008
Charge: +1
LUMO (eV): -3.88
F_max (eV/A): 1.39

***

Below is a 3-piece molecular cluster, C11H17IN2O8S overall, with properties calculated with ωB97M-V/def2-TZVPD.

XYZ file:
```
40
Properties=species:S:1:pos:R:3:forces:R:3:lowdin_charge:R:1
I -0.352 0.035 -2.342 -0.1452 0.2022 0.4317 0.96
S -1.332 -1.403 1.119 -1.2273 -3.3090 0.2451 0.62
O -0.605 -2.450 1.808 0.2730 1.3070 0.2913 -0.31
O -3.408 4.315 -1.258 -0.0102 0.0459 0.0501 0.11
O -2.610 6.205 -0.301 -0.1402 -0.0451 -0.0589 0.01
O 4.898 -5.274 1.197 0.0266 -0.0377 -0.0802 0.12
O -4.390 6.337 -1.520 0.1025 -0.0547 0.0642 0.01
O 3.388 -4.744 -0.403 0.1391 -0.1008 -0.0353 0.01
O -1.984 -1.881 -0.082 0.3236 1.4590 0.0698 -0.35
O 5.203 -5.761 -0.994 -0.0526 0.0251 0.0186 0.00
N 2.210 -1.066 0.232 3.4778 -1.2897 -0.8660 0.23
N 1.175 2.915 -0.334 2.5000 2.8988 0.1248 0.19
C -5.378 5.716 -2.343 -0.2820 -0.0608 -0.2212 -0.04
C 0.436 2.074 -0.334 -3.7487 -3.8263 -0.1483 -0.33
C -3.464 5.501 -1.048 -0.0044 0.1882 0.0131 -0.62
C 6.456 -6.350 -0.654 0.2788 -0.1417 -0.0151 -0.05
C 4.532 -5.260 0.050 -0.1535 0.0821 -0.1235 -0.62
C -2.672 -0.859 2.236 0.5465 0.8626 -0.0666 -0.12
C 2.561 -4.168 0.611 -0.2944 0.0770 0.2605 -0.06
C -1.560 5.424 0.268 0.3702 -0.1136 0.1462 -0.05
C 1.197 -0.662 0.479 -4.6329 1.8206 1.3956 -0.26
C -0.541 0.923 -0.364 0.8696 0.5321 -0.0868 -0.65
C -0.137 -0.046 0.798 0.6675 0.3057 -0.6130 -0.37
H -0.037 0.548 1.728 -0.0940 -0.4135 -0.3154 0.15
H 7.124 -5.609 -0.214 -0.0857 -0.0624 0.1192 0.10
H -0.931 6.092 0.851 -0.1742 0.1548 -0.0935 0.10
H -2.252 -0.270 3.079 -0.2718 -0.3686 -0.5039 0.07
H -3.135 -1.786 2.623 0.4639 0.3642 -0.4162 0.08
H -6.069 6.492 -2.663 0.1628 0.1237 0.1405 0.09
H 1.667 -3.784 0.126 0.1392 -0.0891 -0.1843 0.08
H -1.583 1.276 -0.293 0.5395 -0.0785 0.0983 0.09
H -4.919 5.271 -3.225 0.0114 -0.1017 0.1186 0.10
H 2.264 -4.922 1.340 0.1447 0.0236 0.0163 0.10
H 3.072 -3.341 1.099 0.0405 -0.1343 0.0399 0.08
H -1.966 4.661 0.932 -0.0108 -0.0478 -0.1265 0.09
H 6.316 -7.190 0.026 0.0140 0.1309 0.0899 0.10
H 6.903 -6.718 -1.575 -0.2084 0.0949 -0.0769 0.09
H -3.406 -0.271 1.656 0.4097 -0.2725 0.3062 0.07
H -5.932 4.966 -1.779 0.1299 -0.0645 -0.0535 0.10
H -0.952 4.970 -0.514 -0.0946 -0.0863 0.0451 0.08
```
Positions in Å, forces in eV/Å.

## Properties
SMILES string: CS(=O)(=O)[C@@H](C#N)[C@H](I)C#N.COC(=O)OC.COC(=O)OC
HOMO energy (eV): -10.229
E (eV): -49976.2655
Orbital gap (eV): 9.588
Charge: 0
LUMO (eV): -0.64
F_max (eV/A): 5.36
ΔE to the lowest compared entry with this formula, charge and spin (kcal/mol): 0.00

***

Q: Look up the charge of the fourth one.
A: 0

***

Please write out number 6 again, unchanged.
Below is a 3-piece molecular cluster, C11H17IN2O8S overall, with properties calculated with ωB97M-V/def2-TZVPD.

XYZ file:
```
40
Properties=species:S:1:pos:R:3:forces:R:3:lowdin_charge:R:1
I -0.352 0.035 -2.342 -0.1452 0.2022 0.4317 0.96
S -1.332 -1.403 1.119 -1.2273 -3.3090 0.2451 0.62
O -0.605 -2.450 1.808 0.2730 1.3070 0.2913 -0.31
O -3.408 4.315 -1.258 -0.0102 0.0459 0.0501 0.11
O -2.610 6.205 -0.301 -0.1402 -0.0451 -0.0589 0.01
O 4.898 -5.274 1.197 0.0266 -0.0377 -0.0802 0.12
O -4.390 6.337 -1.520 0.1025 -0.0547 0.0642 0.01
O 3.388 -4.744 -0.403 0.1391 -0.1008 -0.0353 0.01
O -1.984 -1.881 -0.082 0.3236 1.4590 0.0698 -0.35
O 5.203 -5.761 -0.994 -0.0526 0.0251 0.0186 0.00
N 2.210 -1.066 0.232 3.4778 -1.2897 -0.8660 0.23
N 1.175 2.915 -0.334 2.5000 2.8988 0.1248 0.19
C -5.378 5.716 -2.343 -0.2820 -0.0608 -0.2212 -0.04
C 0.436 2.074 -0.334 -3.7487 -3.8263 -0.1483 -0.33
C -3.464 5.501 -1.048 -0.0044 0.1882 0.0131 -0.62
C 6.456 -6.350 -0.654 0.2788 -0.1417 -0.0151 -0.05
C 4.532 -5.260 0.050 -0.1535 0.0821 -0.1235 -0.62
C -2.672 -0.859 2.236 0.5465 0.8626 -0.0666 -0.12
C 2.561 -4.168 0.611 -0.2944 0.0770 0.2605 -0.06
C -1.560 5.424 0.268 0.3702 -0.1136 0.1462 -0.05
C 1.197 -0.662 0.479 -4.6329 1.8206 1.3956 -0.26
C -0.541 0.923 -0.364 0.8696 0.5321 -0.0868 -0.65
C -0.137 -0.046 0.798 0.6675 0.3057 -0.6130 -0.37
H -0.037 0.548 1.728 -0.0940 -0.4135 -0.3154 0.15
H 7.124 -5.609 -0.214 -0.0857 -0.0624 0.1192 0.10
H -0.931 6.092 0.851 -0.1742 0.1548 -0.0935 0.10
H -2.252 -0.270 3.079 -0.2718 -0.3686 -0.5039 0.07
H -3.135 -1.786 2.623 0.4639 0.3642 -0.4162 0.08
H -6.069 6.492 -2.663 0.1628 0.1237 0.1405 0.09
H 1.667 -3.784 0.126 0.1392 -0.0891 -0.1843 0.08
H -1.583 1.276 -0.293 0.5395 -0.0785 0.0983 0.09
H -4.919 5.271 -3.225 0.0114 -0.1017 0.1186 0.10
H 2.264 -4.922 1.340 0.1447 0.0236 0.0163 0.10
H 3.072 -3.341 1.099 0.0405 -0.1343 0.0399 0.08
H -1.966 4.661 0.932 -0.0108 -0.0478 -0.1265 0.09
H 6.316 -7.190 0.026 0.0140 0.1309 0.0899 0.10
H 6.903 -6.718 -1.575 -0.2084 0.0949 -0.0769 0.09
H -3.406 -0.271 1.656 0.4097 -0.2725 0.3062 0.07
H -5.932 4.966 -1.779 0.1299 -0.0645 -0.0535 0.10
H -0.952 4.970 -0.514 -0.0946 -0.0863 0.0451 0.08
```
Positions in Å, forces in eV/Å.

## Properties
SMILES string: CS(=O)(=O)[C@@H](C#N)[C@H](I)C#N.COC(=O)OC.COC(=O)OC
HOMO energy (eV): -10.229
E (eV): -49976.2655
Orbital gap (eV): 9.588
Charge: 0
LUMO (eV): -0.64
F_max (eV/A): 5.36
ΔE to the lowest compared entry with this formula, charge and spin (kcal/mol): 0.00